a.
2 unconnected molecules or ions with the total composition CH2F3NOS, computed with the ωB97M-V functional and the def2-TZVPD basis.

As for the SMILES: O=C(F)F.NSF. Its LUMO energy is -1.12 eV. Its HOMO energy is -0.364 hartree.

The geometry in ORCA input format:
```
! wB97M-V def2-TZVPD RIJCOSX def2/J DEFGRID3
* xyz 0 1
O -0.85 -2.45 0.93
C 0.23 -1.90 0.86
F 1.05 -1.39 1.97
F 1.02 -1.99 -0.11
N -0.75 1.99 -1.21
S -0.08 0.46 -0.04
F 0.72 1.45 0.99
H -1.51 1.96 -1.77
H 0.16 1.87 -1.61
*
```

b.
2 unconnected molecules or ions with the total composition CH2F3NOS, computed with the ωB97M-V functional and the def2-TZVPD basis.

Its LUMO energy is -0.21 eV. Its HOMO energy is -0.392 hartree.

The geometry in ORCA input format:
```
! wB97M-V def2-TZVPD RIJCOSX def2/J DEFGRID3
* xyz 0 1
C -1.61 0.81 -0.61
N 0.58 -0.03 -0.19
O -1.63 0.09 -1.51
F -2.08 0.47 0.57
F -1.41 2.13 -0.64
F 3.04 -0.42 0.93
S 1.34 -0.48 1.13
H 1.56 -1.86 1.08
H 0.20 -0.72 -0.77
*
```

Most stable pick: b. Distance to second place: 136.2 kJ/mol.

a.
2 unconnected molecules or ions with the total composition C4H12NO2, computed with the ωB97M-V functional and the def2-TZVPD basis.

Its LUMO energy is 4.35 eV. Its HOMO energy is -0.132 hartree.

The geometry in ORCA input format:
```
! wB97M-V def2-TZVPD RIJCOSX def2/J DEFGRID3
* xyz -1 1
N 1.42 1.92 1.87
C 1.98 0.85 1.08
O 1.23 -0.36 1.10
H 0.44 2.04 1.60
H 1.41 1.63 2.83
H 2.10 1.23 0.06
H 2.95 0.55 1.48
H 0.20 -0.04 0.88
C -1.90 -0.21 -0.12
O -1.08 0.59 0.64
C -1.16 -1.31 -0.91
C -0.17 -0.77 -1.94
H -2.46 0.41 -0.84
H -2.65 -0.76 0.48
H -1.93 -1.89 -1.43
H -0.65 -1.96 -0.19
H 0.49 -1.57 -2.28
H 0.43 0.01 -1.47
H -0.67 -0.36 -2.82
*
```

b.
2 unconnected molecules or ions with the total composition C4H12NO2, computed with the ωB97M-V functional and the def2-TZVPD basis.

Its LUMO energy is 4.12 eV. Its HOMO energy is -0.120 hartree.

The geometry in ORCA input format:
```
! wB97M-V def2-TZVPD RIJCOSX def2/J DEFGRID3
* xyz -1 1
C 0.85 0.62 -0.72
N 1.25 -0.56 0.10
C 0.73 -1.80 -0.66
O -0.60 -1.87 -0.72
C 0.86 2.00 0.07
C -0.59 2.49 0.61
H -0.28 0.46 -0.88
H 1.28 0.66 -1.65
H 0.51 -0.65 0.90
H 1.21 -2.72 -0.27
H 0.95 -1.77 -1.69
H 1.44 1.92 0.98
H 1.34 2.72 -0.62
H -1.11 1.70 1.11
H -1.05 3.01 -0.14
H -0.49 3.18 1.42
H -2.21 -1.51 1.42
H -1.35 -1.26 0.26
O -1.91 -0.83 1.05
*
```

c.
2 unconnected molecules or ions with the total composition C4H12NO2, computed with the ωB97M-V functional and the def2-TZVPD basis.

Its LUMO energy is 4.09 eV. Its HOMO energy is -0.114 hartree.

The geometry in ORCA input format:
```
! wB97M-V def2-TZVPD RIJCOSX def2/J DEFGRID3
* xyz -1 1
C -0.43 1.31 0.43
C 0.21 -0.03 0.88
C 1.75 0.34 1.03
N 0.13 -1.11 -0.10
C 0.16 -0.83 -1.71
O 1.26 -0.40 -2.25
H -0.46 1.37 -0.65
H -0.01 2.15 0.97
H -1.48 1.28 0.72
H -0.16 -0.35 1.87
H 2.10 0.27 -0.01
H 2.20 -0.29 1.79
H 1.95 1.37 1.36
H 0.99 -1.65 0.00
H -0.71 -0.14 -1.82
H -0.16 -1.85 -2.04
H -2.05 -0.12 -0.72
H -2.46 -1.02 0.40
O -2.82 -0.32 -0.16
*
```

d.
2 unconnected molecules or ions with the total composition C4H12NO2, computed with the ωB97M-V functional and the def2-TZVPD basis.

Its LUMO energy is 4.02 eV. Its HOMO energy is -0.104 hartree.

The geometry in ORCA input format:
```
! wB97M-V def2-TZVPD RIJCOSX def2/J DEFGRID3
* xyz -1 1
C -1.51 0.44 -0.81
C -0.76 -0.65 -0.02
C -0.44 -2.02 -0.69
N 0.36 0.08 0.77
C 1.66 0.18 -0.12
O 2.05 -0.86 -0.76
H -1.01 0.75 -1.80
H -2.33 -0.16 -1.17
H -1.70 1.13 -0.04
H -1.54 -0.91 0.80
H 0.49 -1.99 -1.24
H -0.26 -2.90 0.05
H -1.43 -2.24 -1.12
H 0.67 -0.48 1.61
H 1.49 1.17 -0.80
H 2.33 0.41 0.79
H 0.16 3.29 1.38
H 0.78 1.87 1.50
O 0.98 2.88 1.68
*
```

Most stable pick: a. Distance to second place: 112.8 kJ/mol.

a.
2 unconnected molecules or ions with the total composition C4H12NO2, computed with the ωB97M-V functional and the def2-TZVPD basis.

Its LUMO energy is 3.80 eV. Its HOMO energy is -0.093 hartree.

The geometry in ORCA input format:
```
! wB97M-V def2-TZVPD RIJCOSX def2/J DEFGRID3
* xyz -1 1
C 0.16 1.05 1.76
O 1.39 1.51 1.85
C -0.08 0.12 0.41
C 1.15 -0.87 0.33
C 0.77 -2.09 -0.49
N -0.25 1.11 -0.61
H -0.50 1.92 1.56
H -0.17 0.48 2.71
H -1.07 -0.35 0.57
H 1.32 -1.18 1.44
H 2.00 -0.27 -0.14
H 0.02 -2.79 0.05
H 0.30 -1.92 -1.49
H 1.67 -2.76 -0.84
H 0.25 1.02 -1.58
H 0.13 2.13 -0.24
H -2.04 1.41 -1.17
H -2.44 0.27 -2.15
O -2.60 1.19 -1.95
*
```

b.
A molecular structure, C4H12NO2, computed with the ωB97M-V functional and the def2-TZVPD basis.

Its LUMO energy is 3.77 eV. Its HOMO energy is -0.143 hartree.

The geometry in ORCA input format:
```
! wB97M-V def2-TZVPD RIJCOSX def2/J DEFGRID3
* xyz -1 1
C 0.27 0.49 0.80
N 1.44 -0.38 0.61
C 1.83 -0.41 -0.86
O 1.14 -1.36 -1.52
C -0.86 -0.14 1.65
C -2.19 0.49 1.38
H -0.20 0.70 -0.17
H 0.58 1.40 1.31
H 1.05 -1.32 0.66
H 2.93 -0.54 -0.85
H 1.59 0.59 -1.23
H -0.87 -1.23 1.55
H -0.51 0.00 2.68
H -3.06 0.43 2.04
H -2.70 0.09 0.49
H -2.13 1.54 1.07
H 0.74 0.68 -3.63
H 0.63 -0.87 -2.54
O 0.32 -0.15 -3.44
*
```

c.
2 unconnected molecules or ions with the total composition C4H12NO2, computed with the ωB97M-V functional and the def2-TZVPD basis.

Its LUMO energy is 3.74 eV. Its HOMO energy is -0.127 hartree.

The geometry in ORCA input format:
```
! wB97M-V def2-TZVPD RIJCOSX def2/J DEFGRID3
* xyz -1 1
C -0.21 -0.68 -0.71
N 0.43 0.71 -0.73
C 2.02 0.36 -1.05
O 2.84 -0.01 -0.07
C -1.78 -0.80 -0.46
C -2.16 -0.05 0.78
H 0.24 -1.23 0.11
H 0.05 -1.14 -1.72
H 0.65 1.38 0.01
H 2.37 1.39 -1.48
H 1.82 -0.31 -1.95
H -2.40 -0.60 -1.41
H -1.98 -1.87 -0.25
H -1.79 -0.68 1.68
H -3.32 -0.03 0.98
H -2.00 1.00 1.13
H 1.01 1.02 1.75
H 2.30 0.47 1.34
O 1.89 1.07 2.08
*
```

Most stable pick: b. Distance to second place: 106.5 kJ/mol.

a.
A single CH3N2OP molecule, computed with the ωB97M-V functional and the def2-TZVPD basis.

Its LUMO energy is 0.47 eV. Its HOMO energy is -0.299 hartree.

The geometry in ORCA input format:
```
! wB97M-V def2-TZVPD RIJCOSX def2/J DEFGRID3
* xyz 0 1
C 0.47 -0.08 -0.58
N -1.10 -1.64 -0.29
N -2.00 -0.95 -0.01
O -0.51 0.82 -0.67
P -1.96 0.73 0.04
H 1.14 0.04 0.21
H 0.96 -0.17 -1.51
H -1.47 0.59 1.44
*
```

b.
A single CH3N2OP molecule, computed with the ωB97M-V functional and the def2-TZVPD basis.

Its LUMO energy (alpha / beta) is 0.34 / 0.58 eV. Its HOMO energy (alpha / beta) is -0.274 / -0.272 hartree.

The geometry in ORCA input format:
```
! wB97M-V def2-TZVPD RIJCOSX def2/J DEFGRID3
* xyz 0 1
C 1.05 -0.60 0.50
N -0.72 -0.45 -1.72
N -1.18 0.50 -1.24
O 0.79 0.63 0.47
P -0.61 1.47 0.19
H 0.22 -1.27 0.79
H 2.11 -0.78 0.41
H -1.67 0.50 0.59
*
```

Most stable pick: a. Distance to second place: 65.6 kJ/mol.

a.
A single C5H6ClN molecule, computed with the ωB97M-V functional and the def2-TZVPD basis.

As for the SMILES: C/C=C(/C#N)CCl. Its LUMO energy is 0.30 eV. Its HOMO energy is -0.371 hartree.

The geometry in ORCA input format:
```
! wB97M-V def2-TZVPD RIJCOSX def2/J DEFGRID3
* xyz 0 1
C 1.56 -0.74 0.80
C 0.89 -0.21 -0.45
C -0.34 0.30 -0.52
C -0.85 0.75 -1.80
N -1.34 1.12 -2.75
C -1.43 0.42 0.53
Cl -2.32 -1.15 0.77
H 1.03 -0.91 1.77
H 2.34 -0.01 0.98
H 2.18 -1.57 0.37
H 1.66 0.02 -1.11
H -1.16 0.86 1.45
H -2.23 1.12 -0.04
*
```

b.
A single C5H6ClN molecule, computed with the ωB97M-V functional and the def2-TZVPD basis.

As for the SMILES: ClCc1ccc[nH]1. Its LUMO energy is 0.68 eV. Its HOMO energy is -0.298 hartree.

The geometry in ORCA input format:
```
! wB97M-V def2-TZVPD RIJCOSX def2/J DEFGRID3
* xyz 0 1
Cl 1.54 0.75 -1.53
C 1.16 0.93 0.37
C -0.05 0.09 0.35
C -0.05 -1.06 1.25
C -1.38 -1.61 1.22
C -2.07 -0.68 0.43
N -1.34 0.31 -0.06
H 1.93 0.26 0.86
H 1.35 2.02 0.54
H 0.87 -1.08 1.96
H -1.82 -2.47 1.50
H -3.07 -0.91 0.18
H -1.86 1.30 -0.28
*
```

Most stable pick: a. Distance to second place: 51.3 kJ/mol.

a.
A molecular structure, C4H4N2, computed with the ωB97M-V functional and the def2-TZVPD basis.

Its LUMO energy is 0.13 eV. Its HOMO energy is -0.365 hartree.

The geometry in ORCA input format:
```
! wB97M-V def2-TZVPD RIJCOSX def2/J DEFGRID3
* xyz 0 1
C -0.66 -0.29 -0.88
C 0.76 -0.08 -1.04
C 1.03 0.68 1.00
C -1.15 -0.17 0.45
H -1.47 -1.25 -1.37
H 0.96 -0.28 -2.11
H 1.53 1.16 1.91
H -2.21 -0.65 0.75
N 1.57 0.55 -0.14
N -0.34 0.34 1.43
*
```

b.
A single C4H4N2 molecule, computed with the ωB97M-V functional and the def2-TZVPD basis.

As for the SMILES: CC(C#N)C#N. Its LUMO energy is 0.18 eV. Its HOMO energy is -0.444 hartree.

The geometry in ORCA input format:
```
! wB97M-V def2-TZVPD RIJCOSX def2/J DEFGRID3
* xyz 0 1
C 0.97 0.20 -0.67
C -0.17 0.05 0.32
C -1.36 0.86 0.07
N -2.32 1.49 -0.09
C -0.54 -1.36 0.51
N -0.52 -2.25 1.24
H 1.78 -0.47 -0.38
H 1.33 1.23 -0.65
H 0.63 -0.06 -1.68
H 0.19 0.30 1.33
*
```

c.
A single C4H4N2 molecule, computed with the ωB97M-V functional and the def2-TZVPD basis.

As for the SMILES: N#CCCC#N. Its LUMO energy is 0.39 eV. Its HOMO energy is -0.435 hartree.

The geometry in ORCA input format:
```
! wB97M-V def2-TZVPD RIJCOSX def2/J DEFGRID3
* xyz 0 1
N 1.70 -1.51 1.74
C 0.69 -1.01 1.35
C -0.29 -0.23 0.74
C 0.28 0.49 -0.49
C -0.72 1.05 -1.27
N -1.59 1.16 -2.03
H -1.14 -0.87 0.13
H -0.87 0.54 1.20
H 0.83 1.35 -0.32
H 0.68 -0.42 -1.01
*
```

Most stable pick: b. Distance to second place: 81.4 kJ/mol.